# 1
The following is a DFT calculation (ωB97M-V/def2-TZVPD) of a 8-piece molecular cluster, C10H36N4O8 overall at a distorted geometry.

As for the gap between HOMO and LUMO: 9.90 eV. As for the SMILES: NC(N)=O.NC(N)=O.CC(C)O.CO.CO.CO.CO.CO. The calculation puts the energy above the lowest of the compared OMol25 structures with the same formula, charge and spin at 73.2 kcal/mol. The total energy is -33291.36988 eV. The largest force on an atom is 0.0810 Eh/bohr.

Each line ends with the natural charge from an NBO analysis.
CARTESIAN COORDINATES (ANGSTROEM)
N -0.5278 -20.7122 1.2811  -0.835
C 0.5072 -21.1476 0.6108  0.753
N 1.2067 -21.9653 1.4007  -0.836
O 0.7779 -20.8899 -0.5678  -0.668
H -1.0541 -19.9531 0.8725  0.412
H -0.7885 -21.0743 2.1872  0.385
H 2.0918 -22.3397 1.0901  0.415
H 0.9077 -21.7808 2.3476  0.376
N 2.4063 -18.9059 -5.9102  -0.821
C 2.8588 -17.6776 -5.9720  0.758
N 3.1281 -17.2935 -7.2473  -0.860
O 2.8043 -16.8932 -5.0220  -0.677
H 2.2904 -19.2378 -4.9633  0.414
H 2.6728 -19.4855 -6.6932  0.384
H 3.4721 -16.3440 -7.2644  0.406
H 3.1022 -17.8618 -8.0819  0.396
C 8.8038 -13.1263 -8.7701  -0.638
C 7.4352 -12.7908 -8.1719  0.089
C 7.1795 -13.7798 -7.0482  -0.628
O 7.4323 -11.5294 -7.6145  -0.698
H 9.5818 -12.8125 -8.0743  0.193
H 8.8721 -12.6168 -9.7313  0.217
H 9.0274 -14.1843 -8.9071  0.219
H 6.6165 -12.8770 -8.8863  0.171
H 7.1542 -14.7875 -7.4627  0.196
H 6.2523 -13.6226 -6.4971  0.218
H 7.9539 -13.8445 -6.2839  0.201
H 8.3511 -11.4287 -7.3553  0.459
C -1.9875 -22.0718 -3.9354  -0.253
O -3.1574 -21.2926 -3.5508  -0.734
H -1.3692 -22.5908 -3.2031  0.177
H -2.3887 -22.9243 -4.4835  0.157
H -1.3931 -21.4128 -4.5682  0.189
H -3.6816 -21.6999 -2.8573  0.465
C 4.0360 -14.9020 0.2358  -0.254
O 4.3636 -14.4553 -1.1638  -0.747
H 4.8765 -15.1285 0.8918  0.180
H 3.3705 -14.1914 0.7258  0.170
H 3.4904 -15.8426 0.1597  0.172
H 3.8112 -14.8940 -1.8149  0.479
C 0.2362 -18.6068 -11.4635  -0.256
O 1.2066 -18.2767 -12.3806  -0.715
H 0.1689 -19.6091 -11.0405  0.167
H 0.5455 -18.1099 -10.5439  0.173
H -0.7504 -18.2522 -11.7617  0.164
H 1.3997 -19.0014 -12.9798  0.467
C 4.3924 -22.8876 -10.1432  -0.259
O 3.7105 -21.6898 -9.9602  -0.701
H 4.8513 -23.3162 -9.2522  0.182
H 3.7431 -23.6944 -10.4829  0.155
H 5.2049 -22.8715 -10.8697  0.160
H 3.4972 -21.5001 -10.8768  0.463
C 3.8559 -14.3601 -12.1615  -0.245
O 4.7942 -15.0413 -13.0219  -0.734
H 3.9604 -13.2752 -12.1668  0.163
H 2.8490 -14.5572 -12.5295  0.170
H 4.0457 -14.7554 -11.1636  0.181
H 4.4560 -15.1064 -13.9180  0.465

Cartesian forces, eV/Å:
-3.393 2.280 0.811
1.830 -0.533 -3.222
0.847 -0.988 0.814
-0.334 0.007 1.112
-0.101 -0.310 0.199
-0.074 0.295 -0.414
-0.222 0.173 0.466
1.451 -0.944 0.205
-0.355 -2.575 0.467
-1.164 2.596 0.253
0.974 1.509 -0.239
0.809 -0.367 -0.590
-0.026 -0.515 -0.369
-0.259 -0.581 0.661
-0.035 -0.226 -0.592
0.076 0.156 0.424
-0.329 0.226 -0.592
0.239 -2.329 0.991
-0.464 -1.234 0.187
0.320 1.616 -0.165
0.108 0.402 -0.029
0.531 0.039 0.039
-0.527 -0.083 -0.163
0.123 0.158 -0.232
-0.238 -0.200 -0.068
-0.126 0.224 -0.237
0.366 0.497 -0.115
-0.017 0.677 0.377
-1.514 -0.441 -0.450
1.104 0.084 0.212
-0.072 0.886 0.836
0.220 0.048 -0.722
-0.036 -0.231 0.124
0.302 -0.329 0.014
-0.822 -0.349 -2.010
0.451 -0.063 2.383
0.504 0.489 -0.639
0.177 0.230 -0.146
-0.109 -0.047 0.025
-0.203 -0.282 0.346
-0.669 0.448 2.094
1.181 -0.313 -1.171
0.153 -0.678 -0.979
-0.401 0.661 0.084
-0.106 -0.109 0.024
-0.158 -0.002 -0.045
0.816 -2.218 0.108
0.099 0.255 -0.318
-0.174 0.671 0.451
-0.414 -0.033 -0.136
0.127 0.549 -0.188
-0.465 0.815 0.111
0.210 -0.523 -0.930
0.061 0.368 0.409
0.408 0.071 -0.007
-0.187 -0.219 0.491
-0.337 0.116 -0.054
-0.153 0.174 0.103


# 2
The following is a DFT calculation (ωB97M-V/def2-TZVPD) of a 2-piece molecular cluster, CH2N2O2S overall at a distorted geometry.

As for the gap between HOMO and LUMO (spin up / spin down): 8.10 / 8.10 eV. The calculation puts the energy above the lowest of the compared OMol25 structures with the same formula, charge and spin at 133.0 kcal/mol. The total energy is -18975.56029 eV. The largest force on an atom is 0.0887 Eh/bohr.

Each line ends with the natural charge from an NBO analysis.
CARTESIAN COORDINATES (ANGSTROEM)
C 0.2485 3.3129 -0.2134  -0.009
N 0.2323 4.2567 0.4281  -0.466
N -0.0226 -0.1869 -0.2699  -0.997
O 0.6983 0.9532 -2.3937  -0.811
O -1.7196 0.9448 -1.7662  -0.805
S -0.3362 1.0008 -1.4026  2.232
H -0.7490 -0.4335 0.3829  0.427
H 0.9055 -0.2340 0.1236  0.429

Cartesian forces, eV/Å:
-0.990 -3.983 -1.992
0.146 1.490 0.937
-0.311 1.168 -0.989
-0.594 0.491 1.191
0.907 0.619 0.999
1.001 -0.473 0.046
-0.399 0.352 0.012
0.241 0.335 -0.203


# 3
The following is a DFT calculation (ωB97M-V/def2-TZVPD) of a 26-piece molecular cluster, C41H56BrCl75FOS overall at a distorted geometry.

As for the charge: +1. As for the gap between HOMO and LUMO: 9.05 eV. The total energy is -1068241.91497 eV. The largest force on an atom is 0.0418 Eh/bohr.

Each line ends with the Löwdin charge.
CARTESIAN COORDINATES (ANGSTROEM)
C 7.1187 2.2705 -4.1611  -0.110
C 8.4149 1.8901 -3.4020  -0.246
C 9.2483 0.8573 -4.1627  -0.220
C 10.1821 -0.0152 -3.3172  -0.207
C 9.5721 -0.7686 -2.1293  -0.226
C 8.9958 -2.1624 -2.4359  -0.248
C 7.4745 -2.2564 -2.4679  -0.214
C 6.8560 -1.6989 -3.7644  -0.186
C 5.5021 -2.3188 -4.1285  -0.193
C 4.5971 -2.4000 -2.8946  -0.261
C 3.1257 -2.5306 -3.2922  -0.344
S 2.1261 -1.9403 -1.9056  1.145
C 1.8859 -3.4429 -0.9282  -0.305
C 2.0085 -3.2258 0.5704  -0.884
O 1.3442 -3.8492 1.2911  0.081
Br 3.2859 -1.9454 1.1867  0.818
C 0.5086 -1.4271 -2.5562  -0.245
C 0.1096 -0.0117 -2.0305  -0.381
C -1.1922 -0.0264 -1.2448  -0.069
F 1.1240 0.4639 -1.1987  -0.060
H 7.1398 1.9231 -5.1938  0.066
H 6.2430 1.8140 -3.6926  0.053
H 6.9440 3.3447 -4.1351  0.065
H 8.1153 1.5286 -2.4187  0.087
H 8.9740 2.8134 -3.2536  0.105
H 8.6066 0.2546 -4.8073  0.085
H 9.8883 1.4179 -4.8511  0.114
H 10.5927 -0.7759 -3.9886  0.098
H 11.0405 0.5784 -2.9961  0.106
H 8.8245 -0.1879 -1.5846  0.099
H 10.3798 -0.9326 -1.4244  0.018
H 9.4204 -2.6172 -3.3300  0.065
H 9.2934 -2.8037 -1.6044  0.029
H 7.1912 -3.3097 -2.3870  0.056
H 7.0629 -1.7020 -1.6209  0.115
H 7.5682 -1.8102 -4.5833  0.115
H 6.7113 -0.6197 -3.6464  0.099
H 5.6778 -3.3106 -4.5505  0.088
H 5.0369 -1.6839 -4.8869  0.115
H 4.7436 -1.4819 -2.3200  0.113
H 4.9191 -3.2456 -2.2865  0.082
H 2.8959 -1.9202 -4.1638  0.103
H 2.8918 -3.5788 -3.4842  0.024
H 2.6914 -4.1155 -1.2300  0.114
H 0.9197 -3.8892 -1.1539  0.066
H -0.2272 -2.1770 -2.2703  0.092
H 0.6154 -1.4334 -3.6385  0.060
H 0.0586 0.6799 -2.8704  0.148
H -1.9009 -0.6990 -1.7260  0.044
H -1.5914 0.9834 -1.2131  0.046
H -0.9886 -0.3389 -0.2211  0.090
C -3.6752 2.3952 1.2937  -1.514
Cl -2.7848 3.4317 0.1739  0.549
Cl -5.2810 3.0358 1.6054  0.541
Cl -3.7624 0.7319 0.6949  0.532
H -3.1382 2.3772 2.2318  -0.044
C 7.0500 -6.5424 -4.1618  -1.530
Cl 8.6537 -5.8930 -3.8406  0.542
Cl 5.8589 -5.8898 -3.0157  0.532
Cl 6.5571 -6.2189 -5.8205  0.538
H 7.0888 -7.6139 -4.0228  -0.061
C -4.9164 6.9507 -1.7307  -1.541
Cl -5.0670 8.3237 -0.6249  0.501
Cl -6.4791 6.3955 -2.3208  0.520
Cl -3.8465 7.3546 -3.0735  0.530
H -4.4651 6.1376 -1.1769  -0.010
C -5.8957 -1.6519 -0.5811  -1.500
Cl -6.3804 -0.2312 -1.4979  0.546
Cl -4.1670 -1.9513 -0.7983  0.485
Cl -6.2810 -1.4584 1.1320  0.548
H -6.4408 -2.5070 -0.9590  0.023
C -4.4428 4.4891 5.1785  -1.547
Cl -4.0002 5.3749 6.6247  0.527
Cl -4.8729 5.5355 3.8308  0.531
Cl -3.1285 3.3786 4.7262  0.521
H -5.3087 3.8855 5.4198  -0.055
C 9.2759 -4.3599 1.3019  -1.510
Cl 9.7295 -2.6885 0.9765  0.549
Cl 7.9987 -4.8891 0.1919  0.526
Cl 10.6721 -5.4247 1.1921  0.535
H 8.8853 -4.4144 2.3093  0.014
C 12.9762 -3.7479 -2.4016  -1.523
Cl 11.5397 -4.3389 -3.2427  0.512
Cl 12.7677 -2.0497 -1.9678  0.597
Cl 13.3070 -4.7313 -0.9780  0.534
H 13.8212 -3.8190 -3.0703  -0.052
C -8.5239 0.7004 2.3183  -1.546
Cl -9.4500 0.4444 0.8451  0.521
Cl -8.9941 2.2209 3.0759  0.530
Cl -8.7194 -0.6678 3.4266  0.517
H -7.4812 0.7761 2.0595  -0.055
C -6.9101 1.0036 6.5870  -1.503
Cl -7.1478 0.4230 8.2342  0.539
Cl -7.9297 2.3954 6.2543  0.513
Cl -5.2199 1.4444 6.3122  0.522
H -7.1724 0.2015 5.9090  -0.015
C -1.0253 -6.6005 0.9648  -1.548
Cl -0.6171 -6.2315 -0.7240  0.524
Cl -2.4807 -5.7351 1.4411  0.546
Cl -1.2051 -8.3330 1.1889  0.561
H -0.2055 -6.2546 1.5807  0.003
C -8.9595 5.1784 9.3496  -1.532
Cl -10.2971 5.3431 8.2111  0.530
Cl -9.4277 5.7475 10.9551  0.557
Cl -8.3769 3.5222 9.4077  0.508
H -8.1465 5.8050 9.0043  -0.039
C -8.0276 8.7941 12.4424  -1.568
Cl -8.0324 8.2361 14.1148  0.533
Cl -8.9596 10.2768 12.2653  0.516
Cl -6.3758 9.0018 11.8521  0.515
H -8.4990 8.0342 11.8353  -0.070
C 13.5604 -4.8668 -6.8455  -1.537
Cl 14.2712 -5.1077 -5.2442  0.554
Cl 12.4036 -3.5357 -6.8261  0.523
Cl 14.8130 -4.5960 -8.0501  0.545
H 13.0280 -5.7716 -7.1074  0.011
C -10.9114 3.8687 -0.1753  -1.549
Cl -9.6190 4.9897 -0.5868  0.515
Cl -12.4269 4.7248 0.0992  0.541
Cl -11.1001 2.6516 -1.4430  0.530
H -10.6414 3.3532 0.7388  -0.037
C -4.5011 3.8707 10.5485  -1.507
Cl -4.7362 5.6098 10.2855  0.491
Cl -5.5976 3.2849 11.7926  0.541
Cl -4.7170 2.9980 9.0297  0.485
H -3.4867 3.7062 10.8861  0.016
C 1.1865 -4.8850 -6.0954  -1.488
Cl 0.2043 -3.5479 -5.4700  0.528
Cl 2.1323 -5.6253 -4.7960  0.561
Cl 0.1740 -6.0756 -6.8849  0.536
H 1.8775 -4.4814 -6.8240  0.022
C 7.5895 -10.6656 -5.7991  -1.522
Cl 9.1691 -9.9693 -5.4451  0.521
Cl 6.3835 -10.0480 -4.6596  0.548
Cl 7.1104 -10.3264 -7.4566  0.528
H 7.6526 -11.7386 -5.6749  0.019
C -11.8148 3.8891 -4.9932  -1.573
Cl -10.5203 5.0324 -5.3522  0.521
Cl -13.3324 4.7290 -4.6878  0.528
Cl -11.9932 2.7071 -6.2915  0.523
H -11.5433 3.3583 -4.0920  -0.054
C 10.5701 -10.8011 -9.4424  -1.544
Cl 9.1372 -11.4119 -10.2677  0.519
Cl 10.3322 -9.1310 -8.9194  0.500
Cl 10.9903 -11.8328 -8.0746  0.518
H 11.3939 -10.8186 -10.1430  0.012
C -12.9798 -0.4674 3.3180  -1.538
Cl -12.6678 -0.0398 4.9995  0.531
Cl -12.8475 0.9518 2.2760  0.514
Cl -11.8854 -1.7453 2.7859  0.505
H -13.9928 -0.8396 3.2459  0.012
C -6.7892 8.5257 7.0463  -1.521
Cl -5.5939 9.4622 6.1518  0.542
Cl -7.8395 7.6281 5.9456  0.524
Cl -6.0057 7.4235 8.1795  0.468
H -7.4053 9.2139 7.6097  0.016
C -12.8695 9.8509 10.8695  -1.549
Cl -12.4393 10.4359 12.4741  0.514
Cl -12.6677 11.1226 9.6648  0.526
Cl -11.9029 8.4298 10.4605  0.498
H -13.9099 9.5554 10.8759  0.012
C 10.6980 0.5522 3.0511  -1.549
Cl 10.8736 2.2440 3.5059  0.539
Cl 9.0579 -0.0120 3.3802  0.509
Cl 11.1322 0.3143 1.3555  0.513
H 11.3810 -0.0313 3.6539  0.015
C -3.1151 -5.6377 -3.9481  -1.527
Cl -3.3142 -4.0228 -3.2571  0.488
Cl -4.6767 -6.3936 -4.2295  0.560
Cl -2.1629 -5.5688 -5.4344  0.482
H -2.5720 -6.2401 -3.2313  -0.011
C -9.6765 9.7620 -0.8039  -1.540
Cl -9.8635 10.8090 -2.2114  0.532
Cl -10.7412 8.3610 -0.9113  0.507
Cl -8.0047 9.2188 -0.6357  0.481
H -9.9474 10.3306 0.0755  0.012

Cartesian forces, eV/Å:
0.004 -0.131 0.331
-0.715 0.156 -0.341
0.361 0.385 0.075
-0.290 -0.214 -0.298
0.148 -0.233 -0.232
-0.341 -0.033 0.733
-0.033 0.118 -0.882
-0.006 0.316 0.381
0.436 0.082 0.078
0.084 0.344 -0.364
0.430 -0.556 0.154
0.250 0.446 0.063
0.168 0.386 -0.476
0.455 0.768 -1.135
-1.047 -1.082 1.535
0.190 0.052 -0.046
0.023 -0.016 0.191
-0.063 -0.249 0.270
0.613 0.177 -0.412
-0.031 0.046 -0.072
0.058 0.184 -0.096
0.002 -0.074 -0.040
0.003 0.024 -0.166
0.194 -0.015 0.075
0.273 -0.154 0.158
-0.096 -0.164 0.189
-0.058 -0.093 -0.151
0.185 0.048 0.019
-0.102 0.116 0.154
0.008 0.128 -0.067
0.096 0.073 0.221
0.013 0.192 -0.146
0.149 -0.113 -0.174
0.032 -0.013 0.174
-0.033 -0.241 0.190
-0.110 -0.166 -0.113
0.047 0.020 -0.039
-0.233 -0.047 -0.057
-0.085 -0.142 -0.105
-0.038 -0.030 0.108
-0.121 0.072 0.205
-0.186 0.099 0.086
-0.300 0.242 -0.215
-0.018 -0.054 -0.019
0.018 -0.116 0.065
-0.020 -0.062 -0.056
-0.028 -0.060 -0.016
0.015 -0.066 -0.071
-0.148 0.131 0.088
-0.164 -0.046 0.042
-0.078 -0.198 -0.006
-0.039 -0.090 0.065
0.003 -0.018 -0.031
-0.111 -0.141 -0.134
0.112 0.384 0.160
0.018 0.060 0.015
0.191 0.075 -0.105
-0.121 0.024 0.073
-0.034 -0.068 0.060
-0.045 -0.006 0.019
-0.044 -0.020 0.013
0.086 -0.014 0.065
0.187 -0.176 -0.057
-0.027 0.032 0.037
0.017 -0.009 -0.012
0.002 0.002 0.002
-0.160 0.289 0.050
-0.102 -0.028 -0.049
0.042 -0.319 0.034
-0.011 -0.314 -0.111
0.047 -0.029 0.021
-0.069 -0.069 0.039
0.137 0.097 -0.281
0.092 0.222 0.198
0.083 0.059 -0.062
0.016 -0.032 -0.064
0.037 0.002 -0.075
0.020 -0.086 0.156
-0.023 -0.011 -0.004
-0.108 -0.022 0.056
-0.023 -0.001 -0.007
-0.170 0.049 0.188
0.148 -0.071 0.015
0.147 -0.056 0.013
0.119 0.042 -0.080
-0.025 0.008 -0.048
-0.254 0.065 0.029
0.054 -0.036 -0.080
-0.061 0.005 -0.093
0.175 0.203 0.086
0.182 -0.006 -0.072
-0.038 0.096 0.182
-0.013 -0.074 -0.021
-0.050 -0.010 -0.032
0.035 -0.383 -0.146
0.006 0.039 -0.061
-0.099 -0.020 0.142
0.071 0.023 -0.174
0.022 0.024 -0.012
0.017 0.041 -0.023
0.014 0.029 -0.028
0.106 0.051 -0.082
-0.009 0.010 0.004
-0.053 -0.059 0.059
-0.066 0.047 0.160
0.003 0.012 -0.018
-0.006 0.011 0.003
-0.005 -0.007 -0.022
0.097 0.030 -0.007
0.014 0.001 -0.025
0.004 -0.010 -0.006
-0.009 0.058 -0.021
0.143 -0.125 -0.151
-0.007 -0.010 0.011
-0.003 -0.010 0.005
-0.005 -0.005 0.014
0.013 0.059 -0.001
0.070 -0.035 0.044
0.010 -0.022 0.009
-0.050 -0.097 -0.029
0.012 -0.030 -0.013
-0.124 0.077 -0.137
0.157 -0.197 0.253
0.028 -0.036 0.026
0.042 -0.046 0.285
0.014 0.084 0.008
-0.073 -0.028 0.008
0.400 0.322 -0.002
0.012 -0.129 -0.027
0.803 -0.185 -0.626
-0.002 0.022 0.021
0.103 0.134 -0.104
-0.019 0.018 0.070
-0.127 -0.112 0.058
-0.034 -0.020 0.048
-0.018 0.000 0.036
0.006 0.035 0.001
0.004 0.000 0.006
0.000 -0.001 0.004
0.002 0.002 0.002
0.004 -0.009 0.024
-0.064 -0.014 0.044
0.033 0.002 -0.061
0.037 0.017 -0.044
0.025 -0.011 -0.025
0.009 0.001 0.005
0.065 0.042 0.023
0.006 0.004 -0.004
-0.033 0.003 -0.010
-0.179 -0.060 -0.056
-0.002 -0.002 0.001
0.015 0.030 -0.108
-0.012 -0.027 0.026
-0.008 -0.014 0.028
-0.278 0.247 0.030
-0.002 0.007 0.019
0.139 0.000 0.033
-0.167 0.036 0.043
-0.006 -0.020 -0.021
-0.010 -0.047 -0.064
-0.006 0.009 0.019
0.023 0.089 0.006
0.017 -0.003 0.005
0.004 -0.014 -0.018
-0.024 0.039 -0.006
-0.011 -0.022 -0.003
-0.105 -0.038 -0.192
0.039 0.027 0.045
-0.024 0.007 0.037
-0.975 -0.223 0.691
0.005 0.005 0.015
0.032 -0.107 -0.076
0.013 -0.008 0.043
-0.129 0.051 0.009
-0.234 0.201 0.014
0.012 -0.005 0.011